[1]
Computed, not measured: a molecular structure, C9H21AlINO5P2 at a distorted geometry, with the ωB97M-V functional and the def2-TZVPD basis.

Each line ends with the Löwdin charge.
Cartesian coordinates (Å):
C -0.90 4.54 -4.92  -0.08
C -0.02 3.60 -4.12  -0.80
H -0.25 5.02 -5.67  0.10
H -1.35 5.30 -4.27  0.10
H -1.70 3.97 -5.43  0.10
O 1.17 3.40 -4.25  0.01
I -1.01 2.48 -2.53  0.74
Al 0.26 -0.99 1.06  0.33
P -0.48 -2.18 -0.89  0.81
C 0.70 -3.55 -1.11  -0.22
C -1.98 -3.10 -0.41  -0.21
H -2.22 -3.84 -1.19  0.08
H -1.16 -2.39 -3.21  0.08
H -2.82 -2.41 -0.30  0.07
H -1.54 -0.77 -2.54  0.02
H 0.86 -4.04 -0.14  0.06
H -1.82 -3.61 0.54  0.06
C -0.79 -1.57 -2.58  -0.22
H 0.28 -4.26 -1.83  0.08
H 0.14 -1.18 -3.00  0.06
H 1.65 -3.15 -1.47  0.06
P 0.42 1.18 2.05  0.81
C 1.96 1.17 3.02  -0.22
C 0.37 2.83 1.27  -0.22
H -1.83 1.32 2.96  0.07
H -0.63 2.12 4.02  0.08
H -0.77 0.34 4.00  0.06
C -0.83 1.25 3.39  -0.21
H -0.56 2.94 0.69  0.02
H 0.43 3.61 2.04  0.08
H 1.96 2.05 3.68  0.08
H 2.81 1.21 2.34  0.06
H 1.23 2.93 0.59  0.06
H 2.00 0.25 3.61  0.06
C 2.24 -1.63 1.18  0.02
O 3.39 -1.81 1.03  0.24
O -0.31 -3.45 4.02  0.23
N 0.25 -2.83 3.16  -0.34
O 1.45 -2.83 2.83  0.02
O -0.63 -1.93 2.40  -0.13

Computed properties:
Multiplicity: 1
Net charge: +2
Energy, hartree: -2008.6958
HOMO level, eV: -14.72
Maximum force, eV Å⁻¹: 6.4


[2]
Computed, not measured: a molecular structure, C9H21BCeIO at a distorted geometry, with the ωB97M-V functional and the def2-TZVPD basis.

Each line ends with the Löwdin charge.
Cartesian coordinates (Å):
C -3.03 0.61 1.27  -0.05
C -1.67 0.18 0.74  -0.37
C -1.83 -0.74 -0.47  -0.05
C -0.84 -0.54 1.82  -0.30
C -0.88 0.06 3.22  -0.02
C 0.63 -0.60 1.41  -0.26
O 1.21 0.60 1.11  0.02
B 2.03 0.78 -0.04  -0.52
C 1.22 1.19 -1.40  -0.10
C 2.01 0.80 -2.64  -0.29
C 1.46 -0.52 -3.11  -0.69
I 2.86 -1.79 -4.04  1.17
H -3.74 0.72 0.45  0.09
H -3.47 -0.11 1.96  0.09
H -3.01 1.57 1.79  0.10
H -1.12 1.08 0.45  0.14
H -0.87 -1.04 -0.92  0.04
H -2.35 -1.65 -0.19  0.10
H -2.40 -0.26 -1.26  0.10
H -1.19 -1.57 1.86  0.16
H -0.40 1.04 3.27  0.10
H -0.38 -0.58 3.95  0.10
H -1.91 0.19 3.55  0.09
H 0.63 -1.33 0.52  0.03
H 1.22 -1.12 2.19  0.16
H 3.04 1.43 0.12  0.15
H 2.52 -0.32 -0.37  -0.16
H 1.05 2.26 -1.30  0.14
H 0.23 0.72 -1.44  0.09
H 3.08 0.75 -2.40  0.11
H 1.92 1.50 -3.47  0.15
H 0.56 -0.35 -3.70  0.11
H 1.06 -1.11 -2.27  -0.05
Ce 2.35 -1.86 -0.65  1.64

Computed properties:
Multiplicity: 2
Net charge: +2
Energy, hartree: -1227.6523
HOMO level (spin up / spin down), eV: -16.61 / -16.62
Expectation value of S²: 0.753
Maximum force, eV Å⁻¹: 6.8


[3]
Computed, not measured: 3 unconnected molecules or ions with the total composition C9H21BCl4I2NO5P at a distorted geometry, with the ωB97M-V functional and the def2-TZVPD basis.

Each line ends with the Löwdin charge.
Cartesian coordinates (Å):
C 3.87 -3.80 -0.07  -0.14
C 3.60 -2.35 0.43  -0.26
C 3.04 -1.37 -0.63  -0.78
I 4.00 -1.47 -2.58  0.85
O 1.59 -1.47 -0.76  -0.26
P 0.92 -0.13 -0.03  0.44
O 1.34 0.03 1.41  -0.28
O 1.38 1.30 -0.81  -0.76
I -0.14 2.62 -0.45  1.04
O -0.74 -0.30 -0.09  -0.09
B -1.18 -1.55 0.47  -0.71
O -0.36 -2.36 1.26  0.16
N -2.58 -1.93 0.17  -0.11
C -3.38 -2.09 1.40  -0.09
C -2.53 -3.16 -0.66  -0.07
H 4.39 -4.32 0.76  0.07
H 4.54 -3.87 -0.95  0.02
H 2.94 -4.38 -0.24  0.08
H 2.82 -2.42 1.22  0.12
H 4.48 -1.89 0.93  0.12
H 3.24 -0.34 -0.25  0.06
H -0.78 -3.20 1.44  0.11
H -4.42 -1.77 1.20  0.09
H -3.45 -3.15 1.75  0.08
H -2.92 -1.52 2.23  0.10
H -2.89 -4.06 -0.10  0.09
H -1.46 -3.38 -0.89  0.09
H -3.08 -3.06 -1.61  0.09
Cl -0.80 3.59 -4.83  0.54
C -2.36 2.81 -5.16  -0.67
C -3.28 2.85 -3.95  -0.66
Cl -2.69 1.81 -2.63  0.50
H -2.17 1.79 -5.48  0.07
H -2.82 3.35 -5.98  0.07
H -4.27 2.48 -4.23  0.07
H -3.39 3.86 -3.56  0.07
Cl 0.47 4.86 2.08  0.47
C 1.32 4.81 3.65  -0.66
C 1.29 3.43 4.27  -0.66
Cl -0.35 2.98 4.80  0.53
H 0.87 5.56 4.30  0.07
H 2.35 5.11 3.46  0.07
H 1.93 3.41 5.15  0.07
H 1.64 2.67 3.57  0.07

Computed properties:
Multiplicity: 1
Energy, hartree: -3588.9800
HOMO level, eV: -9.05
Maximum force, eV Å⁻¹: 3.6


[4]
Computed, not measured: a molecular structure, C9H21BClO2Sr at a distorted geometry, with the ωB97M-V functional and the def2-TZVPD basis.

Each line ends with the Löwdin charge.
Cartesian coordinates (Å):
C 4.60 -1.13 0.78  -0.09
O 4.46 0.18 0.24  -0.19
C 3.82 0.26 -1.02  -0.23
C 2.56 1.12 -0.91  -0.18
C 1.32 0.33 -0.53  -0.17
C 0.12 1.23 -0.21  -0.44
C -0.53 1.10 1.14  -0.17
B -1.42 -0.32 1.21  -0.67
O -1.60 -0.66 2.62  -0.03
C -3.03 -0.04 0.66  -0.15
C -3.76 -0.26 -0.67  -0.64
C -4.19 -1.69 -0.90  -0.11
Cl -2.86 0.34 -2.21  0.52
H 4.93 -1.84 0.01  0.09
H 3.67 -1.49 1.22  0.08
H 5.37 -1.08 1.55  0.09
H 4.52 0.71 -1.73  0.12
H 3.57 -0.74 -1.39  0.12
H 2.40 1.64 -1.86  0.12
H 2.76 1.87 -0.14  0.12
H 1.50 -0.30 0.34  0.13
H 1.06 -0.35 -1.35  0.13
H -0.67 1.08 -0.92  -0.07
H 0.50 2.28 -0.33  0.06
H -1.35 1.82 1.34  0.06
H 0.24 1.28 1.89  0.12
H -0.83 -1.19 0.57  0.11
H -1.17 -1.49 2.85  0.08
H -3.54 -0.70 1.36  0.11
H -3.35 0.98 0.97  0.08
H -4.61 0.41 -0.73  0.08
H -3.58 -2.37 -0.30  0.09
H -5.23 -1.80 -0.59  0.09
H -4.12 -2.00 -1.94  0.07
Sr -1.56 2.81 -1.01  1.65

Computed properties:
Multiplicity: 1
Net charge: +1
Energy, hartree: -1021.4575
HOMO level, eV: -11.34
Maximum force, eV Å⁻¹: 2.1


[5]
Computed, not measured: 6 unconnected molecules or ions with the total composition C9H21Br6N3O6 at a distorted geometry, with the ωB97M-V functional and the def2-TZVPD basis.

Each line ends with the Löwdin charge.
Cartesian coordinates (Å):
C -3.28 -3.00 3.19  0.05
N -1.96 -2.83 2.57  -0.47
O -1.53 -1.71 2.44  0.03
O -1.42 -3.80 2.15  0.10
H -3.15 -2.84 4.26  0.11
H -3.65 -4.00 2.98  0.10
H -4.00 -2.27 2.82  0.10
C -1.92 -0.96 -0.53  0.05
N -1.49 0.48 -0.50  -0.43
O -0.56 0.81 -1.20  0.02
O -2.10 1.23 0.19  0.08
H -2.82 -1.08 0.05  0.09
H -1.08 -1.53 -0.13  0.06
H -2.04 -1.30 -1.55  0.10
C 2.72 1.50 -1.48  0.03
N 3.95 1.25 -0.66  -0.44
O 3.81 0.83 0.46  0.03
O 5.00 1.48 -1.20  0.08
H 2.88 2.47 -1.94  0.10
H 1.87 1.57 -0.80  0.04
H 2.65 0.68 -2.18  0.09
Br 1.62 2.78 2.79  0.63
C 0.54 1.34 2.11  -0.74
C 1.23 0.05 2.26  -0.74
Br 1.32 -0.46 4.14  0.63
H 0.33 1.56 1.07  -0.04
H -0.38 1.35 2.67  0.06
H 2.25 0.18 1.94  0.01
H 0.71 -0.75 1.77  -0.01
Br 0.10 4.02 -0.08  0.73
C -1.04 4.13 -1.64  -0.71
C -1.72 5.44 -1.67  -0.72
Br -2.54 5.72 -3.41  0.62
H -1.72 3.29 -1.67  0.05
H -0.38 3.99 -2.49  0.05
H -1.07 6.28 -1.45  0.05
H -2.53 5.48 -0.96  0.06
Br 1.96 -2.13 -0.46  0.76
C 1.00 -3.32 -1.63  -0.73
C 1.86 -4.48 -1.97  -0.73
Br 0.81 -5.78 -2.95  0.64
H 0.71 -2.79 -2.52  0.06
H 0.12 -3.71 -1.13  0.04
H 2.26 -4.96 -1.08  0.05
H 2.71 -4.22 -2.59  0.06

Computed properties:
Multiplicity: 1
SMILES: C[N+](=O)[O-].C[N+](=O)[O-].C[N+](=O)[O-].BrCCBr.BrCCBr.BrCCBr
Energy, hartree: -16415.0333
HOMO level, eV: -9.61
Energy relative to the best compared isomer or geometry (same formula, charge and spin), kcal per mole: 5.9
Maximum force, eV Å⁻¹: 3.0


[6]
Computed, not measured: a molecular structure, C9H21BrClO2OsP2 at a distorted geometry, with the ωB97M-V functional and the def2-TZVPD basis.

Each line ends with the Löwdin charge.
Cartesian coordinates (Å):
C 0.27 -0.18 -5.86  -0.02
C 0.52 0.01 -4.42  -0.73
H 1.22 -0.16 -6.40  0.12
H -0.39 0.60 -6.25  0.12
H -0.22 -1.13 -6.05  0.11
O 1.55 0.33 -3.88  0.06
Cl -0.99 -0.24 -3.46  0.74
Os 0.41 0.02 -0.61  0.99
P -0.31 2.15 -0.33  0.56
C 0.90 3.28 0.48  -0.18
C -0.26 2.67 -2.05  -0.26
H -0.23 3.77 -2.08  0.10
H -2.09 3.79 0.08  0.10
H -1.15 2.29 -2.57  0.04
H -2.73 2.16 -0.22  0.08
H 1.90 3.04 0.11  0.06
H 0.64 2.24 -2.52  0.04
C -1.93 2.72 0.28  -0.21
H 0.66 4.32 0.24  0.09
H -2.03 2.55 1.36  0.04
H 0.87 3.14 1.56  0.07
P -0.10 -2.08 -0.04  0.56
C 1.18 -3.05 0.88  -0.19
C -1.68 -2.76 0.61  -0.21
H -0.77 -2.37 -2.33  -0.02
H -0.03 -3.88 -1.65  0.10
H 1.01 -2.47 -2.13  0.06
C 0.04 -2.78 -1.72  -0.25
H -2.52 -2.34 0.03  0.08
H -1.70 -3.86 0.53  0.10
H 0.99 -4.12 0.75  0.09
H 1.14 -2.77 1.93  0.07
H -1.80 -2.47 1.67  0.05
H 2.16 -2.79 0.47  0.07
C 2.04 0.13 0.30  -0.34
O 2.91 0.21 1.07  0.23
Br -0.61 0.14 1.88  0.70

Computed properties:
Multiplicity: 5
Net charge: +3
Energy, hartree: -4312.3416
HOMO level (spin up / spin down), eV: -19.89 / -20.72
Expectation value of S²: 6.017
Maximum force, eV Å⁻¹: 7.8


[7]
Computed, not measured: a molecular structure, C9H21BrInO at a distorted geometry, with the ωB97M-V functional and the def2-TZVPD basis.

Each line ends with the Löwdin charge.
Cartesian coordinates (Å):
C 5.34 -1.32 -0.34  -0.14
O 4.60 -0.14 -0.07  -0.20
C 3.27 -0.56 0.31  -0.24
C 2.34 0.63 0.63  -0.17
C 1.42 1.08 -0.54  -0.22
C 0.24 2.00 -0.10  -0.22
C -0.95 1.24 0.56  -0.21
C -2.29 1.34 -0.26  -0.22
C -3.45 0.59 0.46  -0.33
C -4.22 -0.43 -0.46  -0.36
In -3.77 -2.61 0.00  0.10
Br -2.39 -3.59 -2.04  -0.28
H 6.43 -1.15 -0.23  0.08
H 5.17 -1.60 -1.40  0.09
H 5.02 -2.17 0.29  0.08
H 2.88 -1.26 -0.45  0.13
H 3.40 -1.15 1.25  0.12
H 2.96 1.51 0.93  0.12
H 1.75 0.37 1.54  0.11
H 2.06 1.70 -1.22  0.11
H 1.08 0.23 -1.17  0.12
H 0.62 2.79 0.58  0.10
H -0.11 2.52 -1.02  0.10
H -0.75 0.18 0.80  0.11
H -1.18 1.76 1.52  0.11
H -2.16 1.05 -1.32  0.11
H -2.56 2.42 -0.24  0.10
H -4.19 1.34 0.84  0.09
H -3.11 0.04 1.37  0.07
H -4.03 -0.30 -1.54  0.01
H -5.31 -0.24 -0.31  0.01
H -2.74 -2.83 1.44  -0.13
H -5.38 -3.42 0.18  -0.14

Computed properties:
Multiplicity: 1
Net charge: -1
Energy, hartree: -3194.9021
HOMO level, eV: -4.60
Maximum force, eV Å⁻¹: 1.4


Copy entry 2 word for word.
Computed, not measured: a molecular structure, C9H21BCeIO at a distorted geometry, with the ωB97M-V functional and the def2-TZVPD basis.

Each line ends with the Löwdin charge.
Cartesian coordinates (Å):
C -3.03 0.61 1.27  -0.05
C -1.67 0.18 0.74  -0.37
C -1.83 -0.74 -0.47  -0.05
C -0.84 -0.54 1.82  -0.30
C -0.88 0.06 3.22  -0.02
C 0.63 -0.60 1.41  -0.26
O 1.21 0.60 1.11  0.02
B 2.03 0.78 -0.04  -0.52
C 1.22 1.19 -1.40  -0.10
C 2.01 0.80 -2.64  -0.29
C 1.46 -0.52 -3.11  -0.69
I 2.86 -1.79 -4.04  1.17
H -3.74 0.72 0.45  0.09
H -3.47 -0.11 1.96  0.09
H -3.01 1.57 1.79  0.10
H -1.12 1.08 0.45  0.14
H -0.87 -1.04 -0.92  0.04
H -2.35 -1.65 -0.19  0.10
H -2.40 -0.26 -1.26  0.10
H -1.19 -1.57 1.86  0.16
H -0.40 1.04 3.27  0.10
H -0.38 -0.58 3.95  0.10
H -1.91 0.19 3.55  0.09
H 0.63 -1.33 0.52  0.03
H 1.22 -1.12 2.19  0.16
H 3.04 1.43 0.12  0.15
H 2.52 -0.32 -0.37  -0.16
H 1.05 2.26 -1.30  0.14
H 0.23 0.72 -1.44  0.09
H 3.08 0.75 -2.40  0.11
H 1.92 1.50 -3.47  0.15
H 0.56 -0.35 -3.70  0.11
H 1.06 -1.11 -2.27  -0.05
Ce 2.35 -1.86 -0.65  1.64

Computed properties:
Multiplicity: 2
Net charge: +2
Energy, hartree: -1227.6523
HOMO level (spin up / spin down), eV: -16.61 / -16.62
Expectation value of S²: 0.753
Maximum force, eV Å⁻¹: 6.8